Molecular formula: C4H11N3
Method: DFT, ωB97M-V with the def2-TZVPD basis set

LUMO level in eV: -8.91
Net charge: +2
Kohn-Sham gap in eV: 9.8
Structure (SMILES): [H]/N=C/[NH+]=C/CC[NH3+]

Bonds (Å) are listed after each position.
Geometry (Å):
1 H 5.080 0.511 -0.530  N2 1.056
2 N 4.063 0.264 -0.671  H1 1.056, C3 1.221
3 C 3.377 0.128 0.330  N2 1.221, N4 1.390, H9 1.190
4 N 2.084 -0.168 -0.087  C3 1.390, C5 1.256, H10 0.992
5 C 1.091 0.007 0.661  N4 1.256, C6 1.529, H11 1.072
6 C -0.220 -0.503 0.060  C5 1.529, C7 1.582, H12 1.225, H13 1.126
7 C -1.377 0.556 0.266  C6 1.582, N8 1.499, H14 1.141, H15 1.141
8 N -2.683 0.283 -0.417  C7 1.499, H16 1.031, H17 1.029, H18 1.113
9 H 3.567 0.037 1.501  C3 1.190
10 H 2.115 -0.361 -1.059  N4 0.992
11 H 1.137 0.192 1.716  C5 1.072
12 H -0.443 -1.513 0.717  C6 1.225
13 H -0.153 -1.064 -0.914  C6 1.126
14 H -1.593 0.714 1.375  C7 1.141
15 H -0.761 1.468 -0.033  C7 1.141
16 H -2.747 0.845 -1.278  N8 1.031
17 H -3.458 0.662 0.143  N8 1.029
18 H -2.685 -0.797 -0.689  N8 1.113

Calculated atomic charges, method Mulliken, unit e:
1 H 0.327
2 N -0.439
3 C 0.057
4 N -0.007
5 C -0.218
6 C -0.648
7 C -0.595
8 N -0.265
9 H 0.267
10 H 0.373
11 H 0.403
12 H 0.402
13 H 0.457
14 H 0.351
15 H 0.331
16 H 0.400
17 H 0.384
18 H 0.420



Molecular formula: C4H11N3O
Method: DFT, ωB97M-V with the def2-TZVPD basis set

LUMO level in eV: 0.87
Net charge: 0
Kohn-Sham gap in eV: 10.6
Structure (SMILES): N#CCC(N)N.CO

Bonds (Å) are listed after each position.
Geometry (Å):
1 N 2.117 0.225 1.584  C2 1.158
2 C 1.475 0.622 0.705  N1 1.158, C3 1.440
3 C 0.768 1.123 -0.445  C2 1.440, C4 1.541, H7 1.091, H8 1.094
4 C -0.759 1.024 -0.262  C3 1.541, N5 1.446, N6 1.463, H9 1.101
5 N -1.386 1.482 -1.482  C4 1.446, H10 1.013, H11 1.015
6 N -1.144 1.843 0.887  C4 1.463, H12 1.015, H13 1.015
7 H 1.057 0.550 -1.326  C3 1.091
8 H 1.044 2.171 -0.590  C3 1.094
9 H -1.022 -0.039 -0.140  C4 1.101
10 H -2.383 1.299 -1.461  N5 1.013
11 H -1.252 2.483 -1.580  N5 1.015
12 H -0.640 1.545 1.717  N6 1.015
13 H -2.136 1.744 1.075  N6 1.015
14 C 0.614 -2.950 -0.027  O15 1.404, H16 1.096, H17 1.098, H18 1.092
15 O 0.468 -1.779 0.732  C14 1.404, H19 1.038
16 H 1.569 -2.977 -0.566  C14 1.096
17 H 0.529 -3.848 0.597  C14 1.098
18 H -0.192 -2.969 -0.763  C14 1.092
19 H 1.272 -1.549 1.346  O15 1.038

Calculated atomic charges, method Mulliken, unit e:
1 N -0.644
2 C 0.410
3 C -0.453
4 C 0.065
5 N -0.625
6 N -0.699
7 H 0.292
8 H 0.361
9 H 0.337
10 H 0.236
11 H 0.278
12 H 0.246
13 H 0.234
14 C -0.628
15 O -0.518
16 H 0.290
17 H 0.264
18 H 0.238
19 H 0.316



Molecular formula: C4H11N3O
Method: DFT, ωB97M-V with the def2-TZVPD basis set

LUMO level (alpha / beta) in eV: -0.22 / -0.22
Net charge: 0
Kohn-Sham gap (alpha / beta) in eV: 8.0 / 8.0
Structure (SMILES): [H]/N=C(\N)OC.C=CN

Bonds (Å) are listed after each position.
Geometry (Å):
1 H -0.001 0.002 -2.384  N2 1.013
2 N 0.785 -0.366 -1.862  H1 1.013, C3 1.267
3 C 0.707 -0.160 -0.615  N2 1.267, N4 1.374, O5 1.633
4 N 1.705 0.449 0.108  C3 1.374, H7 1.012, H8 1.010
5 O 0.097 -1.341 0.334  C3 1.633, C6 1.417
6 C 0.260 -2.651 -0.180  O5 1.417, H9 1.097, H10 1.092, H11 1.094
7 H 2.617 0.012 0.069  N4 1.012
8 H 1.504 0.707 1.064  N4 1.010
9 H -0.227 -2.739 -1.159  C6 1.097
10 H -0.166 -3.401 0.489  C6 1.092
11 H 1.279 -2.994 -0.383  C6 1.094
12 C -1.627 0.605 1.064  C13 1.373, H15 1.082, H16 1.081
13 C -1.083 1.383 0.072  C12 1.373, N14 1.410, H17 1.083
14 N -0.304 2.520 0.372  C13 1.410, H18 1.012, H19 1.012
15 H -1.642 0.962 2.086  C12 1.082
16 H -2.573 0.133 0.843  C12 1.081
17 H -1.627 1.438 -0.862  C13 1.083
18 H 0.301 2.803 -0.388  N14 1.012
19 H -0.007 2.639 1.332  N14 1.012

Calculated atomic charges, method Mulliken, unit e:
1 H 0.251
2 N -0.650
3 C 0.483
4 N -0.450
5 O -0.289
6 C -0.734
7 H 0.282
8 H 0.218
9 H 0.314
10 H 0.256
11 H 0.275
12 C -0.731
13 C -0.177
14 N -0.500
15 H 0.291
16 H 0.269
17 H 0.401
18 H 0.257
19 H 0.232



Molecular formula: C4H11N3O
Method: DFT, ωB97M-V with the def2-TZVPD basis set

LUMO level in eV: 0.90
Net charge: 0
Kohn-Sham gap in eV: 9.7
Structure (SMILES): C[C@H](NCN)C(N)=O

Bonds (Å) are listed after each position.
Geometry (Å):
1 C -0.433 -1.770 1.334  C2 1.498, H9 1.070, H10 1.074, H11 1.138
2 C -0.277 -0.549 0.479  C1 1.498, N3 1.448, C6 1.571, H12 1.253
3 N -1.111 -0.538 -0.706  C2 1.448, C4 1.475, H13 1.023
4 C -1.280 0.848 -1.181  N3 1.475, N5 1.511, H14 1.093, H15 1.125
5 N -1.288 2.003 -0.206  C4 1.511, H16 1.043, H17 1.119
6 C 1.200 -0.227 0.054  C2 1.571, N7 1.396, O8 1.194
7 N 1.787 1.001 0.365  C6 1.396, H18 1.014, H19 0.981
8 O 1.826 -1.166 -0.337  C6 1.194
9 H 0.412 -1.827 1.988  C1 1.070
10 H -1.452 -2.026 1.560  C1 1.074
11 H -0.199 -2.651 0.653  C1 1.138
12 H -0.437 0.352 1.334  C2 1.253
13 H -1.945 -1.120 -0.594  N3 1.023
14 H -2.209 1.024 -1.729  C4 1.093
15 H -0.318 1.076 -1.718  C4 1.125
16 H -1.432 1.698 0.780  N5 1.043
17 H -1.855 2.816 -0.725  N5 1.119
18 H 1.222 1.639 0.914  N7 1.014
19 H 2.631 1.282 -0.048  N7 0.981

Calculated atomic charges, method Mulliken, unit e:
1 C -1.703
2 C 0.795
3 N -0.320
4 C -0.536
5 N -0.504
6 C 0.195
7 N -0.322
8 O -0.566
9 H 0.372
10 H 0.416
11 H 0.381
12 H -0.049
13 H 0.298
14 H 0.399
15 H 0.252
16 H 0.200
17 H 0.250
18 H 0.233
19 H 0.208